A molecular structure, C3H3N3O, computed with wB97M-V/def2-TZVPD.

Structure (ORCA input):
```
! wB97M-V def2-TZVPD RIJCOSX def2/J DEFGRID3
* xyz 0 1
H -1.694 1.346 -0.209
C -0.990 0.528 -0.121
N 0.358 0.709 0.034
H 1.943 1.583 0.231
N -0.182 -1.692 -0.018
H -2.215 -1.244 -0.282
N 0.939 1.797 0.137
O 2.121 -1.173 0.268
C 0.954 -1.090 0.116
C -1.223 -0.819 -0.150
*
```

Output
**Frontier orbital gap**: 8.21 eV
**HOMO**: -9.1 eV

natural (NBO) population analysis, charges in e, atoms 1 to 8: number 1, H, carries 0.228; number 2, C, carries -0.231; number 3, N, carries -0.105; number 4, H, carries 0.332; number 5, N, carries -0.605; number 6, H, carries 0.215; number 7, N, carries -0.287; number 8, O, carries -0.511

=====

A molecular structure, C4H12ClNOTi2, computed with wB97M-V/def2-TZVPD.

Structure (ORCA input):
```
! wB97M-V def2-TZVPD RIJCOSX def2/J DEFGRID3
* xyz 2 7
H 4.562 -11.172 -13.656
H 6.274 -12.752 -9.883
Cl 2.769 -8.319 -11.144
H 2.751 -9.687 -11.692
H 5.194 -13.888 -10.158
Ti 3.736 -7.445 -12.513
H 2.301 -12.099 -12.092
C 3.468 -9.673 -12.513
H 3.361 -12.931 -13.007
C 6.015 -13.422 -10.703
H 5.699 -10.845 -11.431
H 4.182 -8.886 -12.270
O 5.420 -12.803 -11.861
C 4.032 -11.056 -12.711
Ti 2.445 -9.564 -9.640
H 4.413 -11.464 -10.619
C 4.901 -11.570 -11.588
H 3.039 -9.196 -13.394
H 2.341 -11.880 -13.735
N 2.896 -12.040 -12.906
H 6.860 -14.094 -10.857
*
```

Output
**Frontier orbital gap (spin up / spin down)**: 6.78 / 8.98 eV
**HOMO (spin up / spin down)**: -13.9 / -16.8 eV

natural (NBO) population analysis, charges in e, atoms 1 to 8: number 1, H, carries 0.244; number 2, H, carries 0.188; number 3, Cl, carries -0.211; number 4, H, carries 0.141; number 5, H, carries 0.184; number 6, Ti, carries 0.685; number 7, H, carries 0.430; number 8, C, carries -0.644

=====

Record-wise E_tot values, in a.u.: -355.5528 -2447.5769
Record-wise energy relative to the best compared isomer or geometry (same formula, charge and spin) values, in kcal/mol: 54.67 228.21